Record 1
29
Properties=species:S:1:pos:R:3 method="wB97M-V/def2-TZVPD" orbital_gap_ev="7.35 / 3.34" homo_energy_ev="-16.01 / -15.99" de_lowest_ev=2.118 spin_multiplicity=5 charge=+2
Pd 7.74978 8.78230 3.16756
C 6.82407 14.32146 3.05646
O 7.71824 13.19376 2.93077
C 7.24486 11.97083 3.05792
O 8.01796 11.02259 2.98332
N 5.91655 11.82409 3.28030
N 5.41116 10.52286 3.16388
H 7.44711 15.20630 2.96732
H 6.37317 14.32251 4.01762
H 6.09805 14.30042 2.26272
H 5.29135 12.56948 2.96626
H 5.24644 10.29410 2.17004
H 4.49299 10.43999 3.62209
O 7.68112 5.33796 3.40819
O 8.38267 6.44262 3.52169
N 11.85965 9.58436 3.10482
C 11.93036 8.22115 2.91711
C 10.65440 7.78797 2.82026
N 9.80295 8.87740 2.97043
C 10.56424 9.95636 3.14667
H 12.63051 10.22098 3.29119
H 12.86957 7.68914 2.84971
H 10.28781 6.78226 2.68298
H 10.20573 10.95533 3.28379
O 5.66696 7.61600 3.90507
S 5.53572 7.07965 2.53590
O 6.49895 7.88750 1.68767
O 4.28294 6.76660 1.94694
S 6.32831 5.15180 2.51132

Record 2
118
Properties=species:S:1:pos:R:3 method="wB97M-V/def2-TZVPD" orbital_gap_ev=9.23 homo_energy_ev=-9.09 smiles="C[C@@H](O)C[SiH2]CCCCO.O=S1(=O)CCCC1.O=S1(=O)CCCC1.O=S1(=O)CCCC1.O=S1(=O)CCCC1.O=S1(=O)CCCC1.O=S1(=O)CCCC1" de_lowest_ev=4.401 spin_multiplicity=1
C 0.01480 1.39007 -3.52873
C -0.92020 0.05908 -3.91859
O -0.92854 -0.86669 -2.73754
C -2.41728 0.66900 -4.26006
Si -3.66791 -0.62851 -4.94847
C -5.19849 0.40331 -5.60780
C -6.63850 -0.34283 -5.36975
C -7.41762 0.49721 -4.16437
C -8.88550 -0.11689 -3.76964
O -8.64910 -1.27601 -2.84752
H 0.39039 1.36844 -2.41939
H 0.98962 1.46154 -4.20394
H -0.60453 2.38404 -3.75928
H -0.41378 -0.48199 -4.85443
H 0.03673 -1.14315 -2.54868
H -2.23785 1.49041 -5.10657
H -2.80824 1.18137 -3.25882
H -2.96428 -1.31882 -6.06022
H -4.04477 -1.65469 -3.97931
H -4.99432 0.69206 -6.74787
H -5.22992 1.45145 -5.03703
H -6.55955 -1.49889 -5.13275
H -7.27838 -0.17197 -6.36169
H -7.59400 1.60799 -4.53960
H -6.65324 0.54961 -3.27134
H -9.46224 0.68227 -3.09625
H -9.54841 -0.43998 -4.68950
H -7.95766 -0.89786 -2.20283
O 3.88104 -0.71544 -2.26825
S 2.83438 -1.70854 -2.14839
O 1.58648 -1.61219 -2.87909
C 3.54599 -3.31649 -2.43775
C 4.01857 -3.77063 -1.06473
C 2.89984 -3.39184 -0.09542
C 2.48266 -1.95721 -0.41457
H 4.35420 -3.24173 -3.16726
H 2.75439 -3.96929 -2.81758
H 4.22589 -4.84454 -1.04598
H 4.93968 -3.24247 -0.79079
H 2.04671 -4.06537 -0.24197
H 3.21816 -3.48774 0.94735
H 1.41649 -1.79866 -0.23384
H 3.06930 -1.23315 0.15750
O 6.96731 -1.72996 1.76988
S 7.39557 -1.88203 0.39525
O 7.00184 -3.01448 -0.41898
C 7.01116 -0.38112 -0.48515
C 8.23908 0.49518 -0.28752
C 9.44165 -0.42889 -0.47333
C 9.17161 -1.70015 0.32981
H 6.09771 0.06290 -0.08584
H 6.87588 -0.63735 -1.54018
H 8.25518 1.32980 -0.99447
H 8.24505 0.91016 0.72746
H 9.54834 -0.67944 -1.53577
H 10.37279 0.04954 -0.15400
H 9.60936 -2.57942 -0.14955
H 9.54126 -1.61191 1.35511
O 3.48060 0.54413 0.34675
S 4.18420 1.66786 0.92839
O 5.49446 2.08411 0.46968
C 3.09766 3.08029 0.91922
C 2.34094 2.98051 2.23534
C 3.38320 2.59566 3.28424
C 4.22145 1.45870 2.70224
H 2.44552 3.04448 0.04492
H 3.71908 3.98029 0.88951
H 1.84229 3.92172 2.48456
H 1.57555 2.19797 2.17022
H 4.02668 3.45899 3.49286
H 2.91642 2.29862 4.22859
H 5.25617 1.50226 3.05147
H 3.78957 0.48207 2.93748
O -1.42571 -5.36070 0.02701
S -2.06532 -4.08447 -0.21439
O -1.66084 -2.87253 0.46974
C -2.06954 -3.77820 -1.96989
C -3.35792 -4.42188 -2.46031
C -4.42491 -4.04842 -1.43238
C -3.83161 -4.29303 -0.04593
H -1.17501 -4.20568 -2.42602
H -2.08853 -2.69468 -2.12047
H -3.62269 -4.07704 -3.46410
H -3.24367 -5.51191 -2.49522
H -4.68145 -2.98770 -1.54195
H -5.34424 -4.62477 -1.57571
H -4.21355 -3.57783 0.68696
H -4.02122 -5.31418 0.29606
O 1.08060 3.16969 5.13480
S 1.78420 4.29342 5.71644
O 3.09446 4.70967 5.25772
C 0.69766 5.70585 5.70727
C -0.05906 5.60607 7.02339
C 0.98320 5.22122 8.07229
C 1.82145 4.08426 7.49028
H 0.04552 5.67004 4.83296
H 1.31908 6.60585 5.67755
H -0.55771 6.54728 7.27261
H -0.82445 4.82353 6.95827
H 1.62668 6.08455 8.28090
H 0.51642 4.92418 9.01663
H 2.85617 4.12782 7.83952
H 1.38957 3.10763 7.72553
O -5.44706 0.20628 -0.68531
S -5.04432 -0.65312 0.40802
O -5.02455 -2.09765 0.29229
C -3.45704 -0.10344 1.00300
C -3.79231 0.94054 2.05772
C -4.95418 0.35884 2.86165
C -5.97142 -0.19269 1.86410
H -2.86575 0.29504 0.17682
H -2.95014 -0.96462 1.44848
H -2.92952 1.16169 2.69280
H -4.10691 1.87391 1.57577
H -4.58555 -0.45344 3.49980
H -5.40940 1.10907 3.51573
H -6.48682 -1.07161 2.25953
H -6.70123 0.56838 1.57458

Record 3
96
Properties=species:S:1:pos:R:3 method="wB97M-V/def2-TZVPD" orbital_gap_ev=11.08 homo_energy_ev=-10.45 smiles="COC(=O)OC.COC(=O)OC.COC(=O)OC.COC(=O)OC.COC(=O)OC.COC(=O)OC.COC(=O)OC.COC(=O)OC" de_lowest_ev=2.249 spin_multiplicity=1
C -3.31760 -2.70065 -2.82939
O -3.48998 -4.13819 -2.89787
C -3.27379 -4.74154 -1.68610
O -3.01604 -4.14466 -0.66243
O -3.25982 -6.05094 -1.81836
C -3.91769 -6.62198 -2.97514
H -3.15010 -2.43126 -3.87149
H -2.51201 -2.43400 -2.15588
H -4.25467 -2.22700 -2.45490
H -3.69950 -7.68191 -2.90288
H -3.50715 -6.21609 -3.87594
H -4.99261 -6.45351 -2.94880
C 0.01477 4.11620 -2.15387
O 0.39879 2.79706 -2.13906
C -0.39548 2.08484 -2.96436
O -1.41637 2.55366 -3.37903
O -0.00310 0.80866 -3.12924
C 1.36523 0.57205 -2.80079
H 0.09203 4.58431 -3.16999
H 0.72379 4.64619 -1.53858
H -1.01349 4.28985 -1.78503
H 2.03866 1.16289 -3.47574
H 1.53827 -0.51347 -2.94974
H 1.51260 0.90778 -1.76468
C 0.89970 1.93505 6.59827
O -0.36663 2.03985 5.93915
C -0.63597 0.97183 5.17253
O 0.02730 -0.04094 5.07969
O -1.71752 1.18908 4.46584
C -2.10254 0.11174 3.52250
H 0.80082 1.32159 7.50276
H 1.15803 2.97518 6.86463
H 1.60986 1.50038 5.90278
H -3.00560 -0.23707 3.93665
H -1.26734 -0.56234 3.53778
H -2.31991 0.71328 2.67956
C -2.31186 2.14253 0.09287
O -3.22014 1.08565 0.21692
C -4.47330 1.39428 0.00325
O -4.82943 2.54439 -0.30419
O -5.24775 0.31796 0.18388
C -6.66538 0.62673 -0.13052
H -2.51856 2.86803 0.88124
H -2.45451 2.61267 -0.88192
H -1.28925 1.74022 0.15220
H -7.22426 -0.17085 0.29392
H -6.76411 0.63645 -1.20428
H -6.95277 1.65983 0.20383
C 2.37778 3.61815 0.39676
O 1.42219 4.50735 1.05371
C 1.03303 4.06532 2.30618
O 1.54338 3.18541 2.93419
O 0.19207 4.99144 2.80222
C -0.16270 5.00895 4.26829
H 2.83529 4.25100 -0.31523
H 1.92351 2.82149 -0.20758
H 3.09561 3.21334 1.07381
H -1.05034 4.39401 4.37870
H -0.29661 6.03930 4.48591
H 0.66208 4.55283 4.79652
C 5.48169 -0.43018 -1.19986
O 6.42240 0.64307 -1.25597
C 5.87169 1.82393 -0.98335
O 4.69039 2.00389 -0.75506
O 6.85215 2.78685 -0.94009
C 6.46182 4.16409 -0.93500
H 4.78276 -0.32736 -0.40776
H 6.09764 -1.31847 -1.24814
H 4.93757 -0.34320 -2.19782
H 5.42919 4.28322 -0.54392
H 6.57948 4.56389 -1.92710
H 7.22564 4.65665 -0.30044
C -0.63852 -5.56338 -4.58316
O -0.76611 -4.82143 -3.34178
C 0.08755 -5.30570 -2.36794
O 0.59051 -6.38969 -2.53313
O 0.25124 -4.46776 -1.37993
C 1.15647 -4.96142 -0.27129
H -0.75749 -6.64861 -4.31641
H 0.27802 -5.28478 -5.07673
H -1.47160 -5.16818 -5.09988
H 0.52735 -4.85474 0.59597
H 2.01349 -4.30013 -0.20968
H 1.36580 -6.01886 -0.42969
C -0.81467 -1.68571 0.44189
O 0.50981 -1.53031 -0.12516
C 1.46647 -0.96549 0.55314
O 2.45123 -0.42927 0.03865
O 1.31446 -0.98498 1.90880
C 2.29188 -0.16484 2.59688
H -1.13041 -2.69847 0.14474
H -1.39245 -0.85760 -0.03841
H -0.76124 -1.49775 1.50565
H 2.01149 -0.44227 3.60206
H 2.12455 0.89850 2.37910
H 3.29085 -0.55590 2.34728

Record 4
18
Properties=species:S:1:pos:R:3 method="wB97M-V/def2-TZVPD" orbital_gap_ev=8.43 homo_energy_ev=-9.47 de_lowest_ev=4.932 spin_multiplicity=1
C -1.73881 3.55774 -0.21456
C -1.17337 2.48498 -0.19858
C -0.56045 0.45000 0.82135
C -0.45078 1.24692 -0.26886
C 0.31254 1.18998 -1.52027
C 1.23401 -3.38017 1.24802
N 0.98729 -2.04676 0.72910
O -0.58670 -1.51144 2.91921
P -0.03844 -1.18333 1.58612
S -0.42429 1.91327 -3.36506
H -2.26229 4.48187 -0.26040
H -1.09437 0.99506 1.64021
H 1.02453 2.00366 -1.38872
H 0.69459 0.19839 -1.79444
H 1.06891 -3.57648 2.25333
H 0.61323 -4.06960 0.68301
H 2.16723 -3.63873 1.02262
H 0.22717 0.88465 -3.89208

Record 5
11
Properties=species:S:1:pos:R:3 method="wB97M-V/def2-TZVPD" orbital_gap_ev=9.20 homo_energy_ev=-8.40 smiles="C=C=C(O)NO" de_lowest_ev=4.349 spin_multiplicity=1
C 2.07833 -0.32083 -0.19252
C 0.89022 0.18474 -0.08187
C -0.32628 0.65168 -0.01334
O -0.61506 1.98966 0.06500
N -1.48620 -0.16789 0.09991
O -1.22317 -1.55582 -0.04265
H 2.65366 -0.62636 0.67012
H 2.55719 -0.45016 -1.15253
H -1.48676 2.09296 0.46413
H -2.16589 0.04786 -0.62845
H -0.87605 -1.84582 0.81220

Record 6
83
Properties=species:S:1:pos:R:3 method="wB97M-V/def2-TZVPD" orbital_gap_ev="7.41 / 3.67" homo_energy_ev="-9.55 / -9.41" de_lowest_ev=3.734 spin_multiplicity=5 charge=+1
Ir -0.45557 0.51824 -4.58164
C -0.38828 -2.04455 0.64173
C 0.95628 -2.35158 0.30813
C 0.95244 -1.07035 2.22647
C -0.39379 -1.23091 1.79991
C 1.79133 -1.75914 1.29886
C -1.59506 -2.55452 -0.02710
H -1.36229 -3.10666 -0.93462
H -2.29371 -1.76215 -0.30776
H -2.13113 -3.22521 0.65138
C -1.60490 -0.75597 2.49504
H -2.36161 -0.39714 1.78069
H -1.33969 0.06041 3.17456
H -2.04998 -1.57556 3.08617
C 1.39317 -0.34949 3.43097
H 1.51812 -1.05595 4.26597
H 0.63993 0.39287 3.72778
H 2.35053 0.16270 3.26065
C 3.24856 -1.90196 1.40253
H 3.51550 -2.75379 2.04379
H 3.68928 -1.00769 1.85201
H 3.71025 -2.06775 0.42352
C 1.36129 -3.20248 -0.82258
H 1.39528 -4.26185 -0.51197
H 2.35098 -2.91612 -1.20615
H 0.62767 -3.10452 -1.63783
C -1.89716 1.33494 -5.64921
C -1.93652 -0.13707 -5.68404
C -1.33264 -0.97174 -6.83609
C 0.22580 -1.05693 -6.82102
C 0.89716 -0.15935 -5.79582
C 0.82620 1.30141 -5.86710
C 0.11769 2.07011 -6.97552
C -1.40223 2.13048 -6.86201
H -1.70983 -0.60343 -7.80835
H 0.65988 -0.92959 -7.82464
H -1.73414 -2.00200 -6.71024
H -1.87600 1.79017 -7.79910
H -2.70425 1.83630 -5.08907
H -2.79665 -0.59367 -5.16604
H -1.78552 3.15277 -6.67925
H 0.50617 3.08658 -6.90640
H 1.64478 1.80215 -5.32753
H 0.49160 1.68306 -7.93092
H 0.49483 -2.09025 -6.55481
H 1.78955 -0.47990 -5.22087
P -4.42105 2.96364 -2.77201
P 2.34070 2.41412 -0.80449
C 0.35153 1.70248 -2.90457
C 1.83827 1.71967 -2.59206
H -0.19210 1.37286 -2.01706
H 0.06797 2.73186 -3.17033
H 2.17825 0.66692 -2.58912
H 2.35496 2.33072 -3.35772
C 3.22645 4.02610 -1.12219
H 3.91903 4.19589 -0.28528
H 2.51138 4.86060 -1.09062
H 3.77463 4.07511 -2.07587
C 3.57609 1.15144 -0.47631
H 4.44562 1.16528 -1.13766
H 3.10650 0.16270 -0.54817
H 3.90369 1.28869 0.55541
C -4.61978 1.16689 -3.18993
H -3.88025 0.35609 -3.24543
H -5.28232 0.99465 -4.06340
H -5.20523 1.03323 -2.26554
C -0.93044 -0.69869 -3.04143
H -0.00848 -1.00691 -2.52270
H -1.40431 -1.61567 -3.44839
H -1.63646 -0.13364 -2.38963
C -4.31820 1.31273 0.28103
Si -3.38547 2.69104 -0.76628
C -3.22323 4.65295 -0.66457
C -1.57627 2.22163 -0.35047
H -3.82850 0.33869 0.06993
H -4.13947 1.54200 1.34347
H -5.41296 1.11604 0.19311
H -3.76852 5.17558 0.13769
H -2.14114 4.76655 -0.48324
H -3.47107 5.17557 -1.60522
H -0.84760 2.92950 -0.78055
H -1.27537 1.23870 -0.76052
H -1.36845 2.21256 0.76625